Formula: C28H32MnN5O4SSi
Source: the Open Molecules 2025 dataset
Level of theory: ωB97M-V with the def2-TZVPD basis set

Geometry (Å):
H: 1.474 4.991 2.326
H: -0.508 1.876 4.601
C: 0.487 -0.057 -3.482
H: 3.247 -1.208 -5.064
C: -0.211 0.363 3.134
H: -0.615 6.316 2.097
H: 2.576 -4.576 1.491
C: 0.248 -0.936 2.796
C: -0.124 0.561 -4.593
O: -1.257 -1.797 -0.538
C: 0.657 -1.214 5.219
C: 0.514 4.490 2.259
Mn: -0.365 -0.248 -0.210
H: 1.375 2.522 2.369
H: -4.010 2.286 -3.149
N: -1.322 1.091 -4.106
H: -0.454 -5.213 1.603
C: 1.350 -3.231 -0.657
C: 2.294 -0.707 -4.919
H: 0.970 -1.865 6.026
N: -0.308 0.108 -2.366
H: 0.974 -2.457 -1.310
O: -0.826 1.080 2.112
C: -0.165 0.867 4.421
H: -1.361 -4.265 0.398
H: 2.450 -3.208 -0.672
C: -0.654 5.234 2.122
S: -4.691 1.806 -0.817
N: 2.230 -0.154 -0.471
H: 2.804 -0.823 -0.959
H: -1.645 -1.877 -2.588
C: -3.689 1.797 -2.237
H: -2.857 2.659 1.922
O: 0.306 1.554 -0.146
H: -1.443 -3.815 2.108
C: -1.868 4.572 2.008
C: 0.299 0.097 5.479
C: 2.064 -3.832 2.120
C: 0.467 3.108 2.283
Si: 0.680 -3.043 1.094
H: 1.677 -4.358 3.004
H: -3.066 -1.703 -1.556
H: -2.198 -3.236 -1.619
H: -0.043 1.039 -6.695
C: 0.615 -1.714 3.924
C: 0.447 0.558 -5.853
H: 3.435 1.629 -0.286
H: -1.973 1.657 -4.613
N: 0.299 -1.400 1.496
H: 1.031 -4.196 -1.083
C: -3.469 0.951 0.058
C: 2.570 1.224 -0.804
N: -2.408 0.692 -0.611
C: -0.749 2.460 2.155
H: 0.351 0.512 6.478
H: -2.790 5.135 1.907
H: 0.878 -2.752 3.761
C: 1.401 2.150 -0.520
H: 2.816 -3.106 2.466
H: 2.190 -1.192 -2.811
C: -2.072 -2.155 -1.620
H: 2.762 1.282 -1.874
H: 2.163 -0.102 -6.976
H: -3.625 0.642 1.089
C: -1.915 3.181 2.027
C: -2.476 1.136 -1.933
C: 1.682 -0.086 -6.004
O: 1.545 3.351 -0.647
H: 2.295 -0.355 0.517
C: 1.709 -0.705 -3.650
C: -1.403 0.813 -2.753
C: -0.775 -4.200 1.324

- Strongest force on any atom: 1.031 eV Å⁻¹
- Highest occupied orbital energy (spin up / spin down): -2.155 / -4.410 eV
- Energy above the lowest of the compared OMol25 structures with the same formula, charge and spin: 1.684 eV
- Kohn-Sham gap (spin up / spin down): 4.665 / 6.959 eV
- 2S+1: 6
- Total charge: -1
- <S²>: 8.83
- Calculated total energy: -3499.759345 Eh